[1]
17
Properties=species:S:1:pos:R:3 method="wB97M-V/def2-TZVPD" e_above_lowest_kj_mol=120.5 energy_ha=-2974.518524 smiles="O=C(O)[C@]1(Br)CCCN1" spin_multiplicity=1
C 0.37 1.86 -1.76
C 0.00 -1.02 0.52
C 0.02 -0.64 -0.94
C -0.23 0.24 1.41
C 0.77 0.63 -0.94
N 0.67 1.15 0.77
O 0.73 3.08 -1.36
O -0.37 1.72 -2.67
Br 2.69 0.34 -1.02
H -0.70 -1.81 0.87
H 1.02 -1.33 0.87
H 0.48 -1.49 -1.40
H -0.99 -0.51 -1.32
H -1.26 0.62 1.46
H 0.18 0.13 2.35
H 1.46 3.02 -0.58
H 0.40 2.09 0.64

[2]
17
Properties=species:S:1:pos:R:3 method="wB97M-V/def2-TZVPD" e_above_lowest_kj_mol=315.7 energy_ha=-251.742295 smiles=CCCN1CC1 spin_multiplicity=1
C -2.43 0.43 -0.78
C -1.35 0.37 0.28
C -0.05 -0.11 -0.28
N 0.96 0.11 0.86
C 1.82 -0.94 0.29
C 2.42 0.28 0.79
H -2.06 1.00 -1.64
H -3.31 0.94 -0.38
H -2.73 -0.56 -1.13
H -1.12 1.35 0.70
H -1.62 -0.29 1.12
H 0.25 0.36 -1.22
H -0.21 -1.19 -0.57
H 1.71 -1.86 0.83
H 1.86 -1.01 -0.80
H 2.94 0.09 1.73
H 2.92 0.97 0.12

[3]
48
Properties=species:S:1:pos:R:3 method="wB97M-V/def2-TZVPD" e_above_lowest_kj_mol=1371.8 energy_ha=-1230.355055 spin_multiplicity=1
Y -29.69 27.08 -1.00
O -30.50 26.27 2.02
H -31.08 26.57 2.74
O -26.73 28.10 -0.99
H -25.90 27.77 -0.58
O -32.26 25.43 -1.78
H -32.54 24.66 -1.25
C -29.59 30.37 -4.96
O -30.00 29.77 -3.97
N -28.34 30.31 -5.22
N -30.24 31.17 -5.77
H -27.73 29.86 -4.55
H -28.10 30.79 -6.07
H -29.76 31.58 -6.55
H -31.22 31.36 -5.61
C -28.39 25.20 -5.71
O -28.80 25.72 -4.67
N -27.75 25.81 -6.67
N -28.60 23.94 -5.96
H -27.54 25.22 -7.46
H -27.60 26.81 -6.59
H -29.40 23.54 -5.49
H -28.35 23.75 -6.92
C -26.22 23.56 -1.32
O -27.34 23.99 -0.96
N -25.28 24.29 -1.92
N -25.75 22.35 -1.35
H -25.54 25.26 -1.83
H -24.43 23.83 -2.23
H -24.74 22.32 -1.41
H -26.29 21.54 -1.06
C -30.04 32.03 0.88
C -31.12 31.21 1.57
C -32.25 32.14 2.07
O -33.30 31.35 2.52
C -34.42 32.09 3.12
N -31.57 30.21 0.64
H -30.44 32.52 -0.01
H -29.16 31.42 0.66
H -29.77 32.83 1.57
H -30.76 30.76 2.50
H -32.66 32.81 1.31
H -32.02 32.90 2.81
H -35.04 31.33 3.60
H -35.16 32.49 2.42
H -33.95 32.83 3.76
H -31.86 30.72 -0.19
H -32.41 30.03 1.16

[4]
64
Properties=species:S:1:pos:R:3 method="wB97M-V/def2-TZVPD" e_above_lowest_kj_mol=0.0 energy_ha=-2184.450303 spin_multiplicity=3
C 0.72 -3.26 1.23
C 1.08 -3.00 -0.14
C 2.21 -2.11 -0.15
H 0.64 -3.49 -1.01
C 2.53 -1.78 1.20
C 1.63 -2.48 2.05
H 1.82 -2.65 3.10
H 0.04 -4.03 1.57
H 2.80 -1.86 -1.02
H 3.39 -1.20 1.55
Ti 0.21 -1.22 0.77
C 1.00 3.16 2.40
H 1.88 2.52 2.28
H 1.29 4.14 2.77
H 0.49 3.22 1.43
Si 0.71 0.11 -1.32
C -0.71 0.31 -2.61
C -1.00 -0.58 -3.67
H -0.48 -1.53 -3.74
C -1.98 -0.27 -4.62
H -2.17 -0.93 -5.45
C -2.72 0.92 -4.52
H -3.45 1.20 -5.27
C -2.44 1.80 -3.47
H -3.01 2.72 -3.36
C -1.43 1.51 -2.55
H -1.24 2.20 -1.72
C 1.88 1.44 -2.01
C 1.67 1.98 -3.29
H 0.79 1.70 -3.89
C 2.52 2.95 -3.81
H 2.32 3.36 -4.81
C 3.59 3.41 -3.05
H 4.28 4.16 -3.45
C 3.80 2.90 -1.76
H 4.60 3.28 -1.13
C 2.99 1.88 -1.27
H 3.19 1.47 -0.27
H 1.37 -0.81 -2.28
H 0.32 2.59 3.01
C -2.32 -2.57 0.56
N -1.95 -1.15 0.79
C -2.59 -0.36 -0.27
C -2.48 -0.62 2.09
C -1.40 0.07 2.91
N -0.24 -0.83 3.03
C 0.75 -0.15 3.89
C -0.70 -1.99 3.83
H -3.32 -2.58 0.12
H -2.34 -3.16 1.49
H -1.63 -3.05 -0.16
H -3.68 -0.40 -0.10
H -2.27 0.68 -0.21
H -2.36 -0.77 -1.25
H -3.23 0.14 1.88
H -2.97 -1.45 2.63
H -1.14 1.06 2.50
H -1.81 0.23 3.93
H 0.28 0.02 4.88
H 1.61 -0.81 4.06
H 1.09 0.81 3.48
H -1.19 -1.60 4.74
H -1.42 -2.63 3.29
H 0.15 -2.59 4.15

[5]
27
Properties=species:S:1:pos:R:3 method="wB97M-V/def2-TZVPD" e_above_lowest_kj_mol=120.0 total_charge=+1 energy_ha=-788.458449 spin_multiplicity=2
C 0.92 -1.79 2.56
C 0.80 -2.06 -1.16
C 1.39 -2.23 0.11
C -0.54 -2.31 -1.36
C 0.51 -2.27 1.20
C -1.38 -2.57 -0.26
C -0.86 -2.52 1.02
H 1.41 -1.66 -1.96
H 2.44 -2.14 0.31
H -1.00 -2.18 -2.34
H -2.45 -2.64 -0.44
H 1.49 -2.51 3.18
H 0.15 -1.40 3.23
H -1.57 -2.58 1.84
H 1.80 -1.15 2.34
C 0.46 2.57 -0.52
C 1.56 3.26 -1.23
C -2.40 2.22 -0.35
S -1.05 2.34 -1.47
H 0.71 1.61 -0.04
H 0.17 3.16 0.39
H 2.57 3.39 -0.83
H 1.42 4.31 -1.55
H -2.72 3.06 0.25
H -3.32 1.91 -0.87
H -2.19 1.29 0.23
H 1.66 2.88 -2.27

[6]
57
Properties=species:S:1:pos:R:3 method="wB97M-V/def2-TZVPD" total_charge=-1 energy_ha=-3912.309999 spin_multiplicity=1
O 6.09 -2.46 1.82
C 5.27 -3.21 2.26
F 5.64 -4.42 2.74
C 3.79 -3.10 2.33
S 3.16 -1.43 2.61
O 4.09 -0.48 2.08
O 3.00 -1.40 4.05
N 1.73 -1.26 1.90
S 1.04 -2.45 1.14
O -0.27 -2.03 0.72
O 1.86 -3.09 0.14
P 0.52 -4.03 2.59
S -1.29 -4.65 2.39
H 3.46 -3.69 3.17
H 3.40 -3.57 1.43
H 0.87 -3.54 3.86
H 1.45 -5.04 2.31
C -1.37 0.63 -0.66
C -2.67 0.31 -1.38
O -3.50 1.40 -1.00
C -2.68 2.46 -0.74
O -3.07 3.58 -0.65
O -1.41 2.07 -0.62
F -3.23 -0.85 -0.95
H -1.37 0.24 0.36
H -0.49 0.26 -1.17
H -2.58 0.29 -2.46
C 1.73 3.52 -3.23
C 1.01 4.22 -4.37
O 0.07 3.24 -4.78
C -0.21 2.46 -3.70
O -1.12 1.71 -3.62
O 0.69 2.67 -2.73
F 1.84 4.51 -5.41
H 2.56 2.91 -3.60
H 2.09 4.19 -2.46
H 0.48 5.12 -4.08
C -5.68 -2.24 -0.61
C -4.69 -2.46 0.51
O -4.69 -3.88 0.62
C -5.00 -4.40 -0.59
O -4.84 -5.52 -0.91
O -5.52 -3.43 -1.39
F -5.12 -1.92 1.68
H -6.71 -2.19 -0.23
H -5.47 -1.36 -1.21
H -3.68 -2.12 0.30
C 1.87 3.73 2.08
C 1.77 2.53 1.16
O 2.02 3.13 -0.11
C 2.79 4.22 0.08
O 3.36 4.81 -0.78
O 2.81 4.56 1.39
F 0.54 1.99 1.16
H 0.92 4.25 2.16
H 2.23 3.48 3.07
H 2.51 1.75 1.35